Record 1
84
Properties=species:S:1:pos:R:3:forces:R:3 method="wB97M-V/def2-TZVPD" lumo_ev="2.34 / 2.17" e_tot_ha=-4534.8729 spin_multiplicity=3 homo_lumo_gap_ev="7.294 / 7.129" mol_weight_g_mol=667.482 total_charge=-1 s2=2.008
C 1.1393 -2.7355 -1.0548 0.098 -0.200 0.070
C 1.7894 -1.8612 -1.8439 0.054 -0.088 -0.316
C 1.2118 -1.2156 -3.0280 0.370 -0.777 -0.661
In 0.4148 0.7510 -2.4091 -0.182 -0.012 -0.137
S 2.1437 2.4632 -2.0444 0.232 0.092 0.198
Br -1.1062 1.5345 -4.3509 0.075 -0.075 0.029
C -0.8436 0.4400 -0.6206 -0.360 0.207 -0.027
C -2.2339 0.8401 -0.9508 0.044 -0.142 0.176
O -2.5785 2.0080 -1.0294 -0.077 -0.096 0.327
N -3.1909 -0.1901 -1.1658 0.410 0.515 -1.077
C -2.6950 -1.3081 -1.9824 -0.184 -0.308 0.283
C -4.3812 0.3637 -1.8220 -0.233 -0.391 0.214
H 1.2863 -2.7599 0.0181 0.744 -0.697 -0.067
H 0.4528 -3.4573 -1.4864 -0.851 0.664 0.164
H 2.8310 -1.6217 -1.6286 -0.313 0.874 0.678
H 0.3481 -1.7748 -3.4035 -0.116 0.115 0.046
H 1.9141 -1.0752 -3.8529 0.056 0.104 0.050
H 1.8952 3.3063 -3.0529 -0.190 -0.122 -0.080
H -0.7399 -0.5948 -0.3067 0.052 0.021 0.123
H -0.4985 1.1279 0.1484 0.182 -0.009 -0.029
H -1.7400 -1.6826 -1.6256 0.042 0.056 0.006
H -2.6033 -1.0268 -3.0378 0.100 0.060 0.029
H -3.4085 -2.1324 -1.9140 -0.025 0.003 -0.006
H -5.0455 -0.4680 -2.0668 -0.026 -0.011 0.039
H -4.1199 0.8852 -2.7459 0.004 0.101 0.035
H -4.9075 1.0374 -1.1529 0.046 0.151 -0.040
C 9.0880 1.3707 0.4372 -0.077 -0.150 0.034
C 8.7049 1.7171 -1.0234 0.531 -0.159 0.672
C 8.3202 3.1965 -1.1563 -0.182 0.152 -0.128
C 6.9591 3.5375 -0.5589 0.020 -0.097 0.020
C 5.8740 2.6306 -1.1337 0.181 0.214 -0.131
C 6.1974 1.1436 -0.9731 -0.399 -0.397 0.756
N 7.5766 0.8545 -1.5045 -0.295 1.156 -0.610
O 7.5762 0.7603 -2.7834 0.110 -0.483 -0.115
C 6.0617 0.7498 0.5062 0.134 0.014 0.057
C 5.1810 0.3001 -1.7298 0.062 -0.109 -0.291
C 9.9405 1.4523 -1.8788 -0.068 -0.005 -0.232
H 10.1280 1.0479 0.4880 0.029 0.096 -0.023
H 8.9725 2.2236 1.1074 -0.057 -0.007 0.004
H 8.4993 0.5496 0.8331 -0.003 -0.010 -0.019
H 8.3105 3.4601 -2.2188 -0.018 -0.099 -0.022
H 9.1063 3.7977 -0.6908 0.032 -0.035 -0.004
H 6.9912 3.4584 0.5321 0.001 -0.027 0.000
H 6.7169 4.5785 -0.7817 0.002 0.009 0.027
H 4.9117 2.8288 -0.6595 -0.025 -0.044 -0.032
H 5.7421 2.8541 -2.1961 0.028 -0.072 -0.017
H 6.4010 -0.2749 0.6686 -0.019 -0.006 -0.009
H 5.0079 0.8029 0.7790 -0.011 -0.001 -0.043
H 6.6012 1.4051 1.1868 0.014 0.002 -0.007
H 5.1065 0.5822 -2.7765 0.050 0.013 0.001
H 4.1984 0.4454 -1.2846 0.020 0.046 0.022
H 5.4357 -0.7609 -1.6767 0.051 0.017 0.027
H 10.2016 0.3931 -1.8677 -0.010 -0.003 0.016
H 10.7734 2.0217 -1.4616 -0.015 -0.012 0.035
H 9.7956 1.7596 -2.9114 -0.044 -0.045 -0.009
C -4.5704 -1.7828 3.2828 -0.115 -0.093 0.137
C -5.4292 -1.8503 1.9948 0.810 -0.090 0.504
C -5.5401 -0.4734 1.3345 -0.235 0.219 -0.090
C -6.4582 0.4975 2.0678 0.009 -0.101 0.072
C -7.8345 -0.1249 2.2870 0.086 0.100 -0.239
C -7.7668 -1.4781 3.0012 -0.105 0.029 0.861
N -6.8011 -2.3856 2.2916 -0.296 0.891 -0.953
O -7.3416 -2.9090 1.2526 -0.041 -0.502 0.089
C -7.3777 -1.2582 4.4706 0.133 -0.020 0.008
C -9.1399 -2.1410 3.0155 -0.063 -0.050 -0.200
C -4.7080 -2.7900 1.0338 -0.189 -0.098 -0.169
H -3.6794 -2.3998 3.1723 0.039 0.073 -0.074
H -4.2419 -0.7667 3.5045 -0.041 0.013 0.014
H -5.0945 -2.1672 4.1529 -0.009 -0.021 -0.014
H -5.9152 -0.6021 0.3158 -0.032 -0.103 0.026
H -4.5370 -0.0549 1.2376 0.023 -0.062 -0.038
H -6.0163 0.7972 3.0229 -0.004 -0.016 0.009
H -6.5577 1.4114 1.4793 0.016 0.014 0.015
H -8.4698 0.5449 2.8734 -0.020 -0.040 0.026
H -8.3257 -0.2570 1.3178 0.031 -0.096 0.000
H -7.2020 -2.2108 4.9729 -0.015 -0.001 0.000
H -8.2029 -0.7566 4.9778 -0.025 -0.009 -0.032
H -6.4973 -0.6335 4.5977 0.017 -0.015 -0.013
H -9.5513 -2.2410 2.0144 0.046 -0.039 -0.016
H -9.8200 -1.5264 3.6076 0.030 0.010 0.016
H -9.0881 -3.1332 3.4660 0.017 0.000 -0.002
H -4.6680 -3.8039 1.4360 -0.002 0.008 0.019
H -3.6909 -2.4204 0.8989 -0.011 0.027 0.015
H -5.1878 -2.8234 0.0584 -0.046 -0.021 0.023


Record 2
82
Properties=species:S:1:pos:R:3:forces:R:3 method="wB97M-V/def2-TZVPD" lumo_ev="-13.26 / -16.75" e_tot_ha=-2014.2820 relative_energy_ev=0.6940 spin_multiplicity=5 homo_lumo_gap_ev="5.643 / 4.165" mol_weight_g_mol=662.865 total_charge=+4 s2=6.055
Os -1.1948 0.4173 -0.3460 2.609 1.850 1.162
C -2.9526 0.8130 -0.8364 -7.271 2.749 -3.564
O -4.0080 1.1116 -1.2496 3.906 -1.364 2.006
C -1.5719 -1.1764 0.5234 -0.863 -7.243 4.070
O -1.7138 -2.1885 1.1032 0.359 3.724 -2.190
P -0.5299 -0.6458 -2.3169 1.752 -1.671 -2.246
C 0.8665 -1.8761 -2.3099 -0.243 0.213 0.336
H 0.8037 -2.3633 -3.2980 0.008 0.279 0.367
C -1.9489 -1.6337 -3.0639 -0.972 -0.127 0.577
H -2.4921 -1.9559 -2.1492 0.101 -0.010 -0.443
C 0.0741 0.6494 -3.4720 0.152 0.938 0.272
H 1.0620 0.9193 -3.0680 -0.305 -0.117 0.026
C -0.9121 3.4549 1.2364 0.267 0.407 -0.976
P -0.9736 1.6343 1.6521 0.240 1.676 3.020
H 0.1913 2.1587 3.6935 -0.077 -0.307 -0.442
H 0.0953 3.5483 0.8059 -0.168 -0.086 0.106
C -2.3943 1.4537 2.8961 -0.339 -0.569 -0.014
H -2.2550 2.2920 3.6022 0.285 -0.181 -0.479
C -2.9262 -0.7978 -3.9054 -0.165 0.260 0.124
H -2.4649 -0.3739 -4.8070 -0.216 -0.173 0.360
H -3.3860 0.0073 -3.3200 0.070 -0.137 -0.334
H -3.7437 -1.4597 -4.2326 0.286 0.198 0.136
C -1.5485 -2.9042 -3.8369 0.371 -0.192 -0.047
H -2.4568 -3.5109 -3.9656 0.190 0.278 0.019
H -0.8286 -3.5326 -3.3028 -0.256 0.054 -0.211
H -1.1546 -2.6748 -4.8388 -0.093 -0.012 0.353
C 0.2788 0.1374 -4.8988 -0.016 -0.304 -0.117
H 1.0259 -0.6682 -4.9352 -0.220 0.195 -0.048
H 0.6713 0.9660 -5.5030 -0.109 -0.106 0.124
H -0.6443 -0.2169 -5.3711 0.344 0.145 0.092
C -0.7870 1.9034 -3.3127 -0.102 0.319 -0.272
H -0.2952 2.7520 -3.8069 -0.192 -0.178 0.108
H -0.8943 2.1466 -2.2313 0.091 0.096 -0.682
H -1.7845 1.7825 -3.7532 0.181 0.091 0.142
C 2.2423 -1.2252 -2.1712 0.167 -0.145 -0.311
H 2.3857 -0.3806 -2.8624 0.119 -0.458 0.307
H 3.0207 -1.9712 -2.3989 -0.210 0.228 0.109
H 2.3953 -0.8717 -1.1435 -0.111 0.048 -0.188
C 0.6077 -2.9139 -1.2107 0.169 -0.393 -0.055
H 0.9224 -2.5063 -0.2403 -0.153 0.007 -0.110
H 1.1962 -3.8270 -1.3914 -0.192 0.250 0.025
H -0.4473 -3.2111 -1.1203 0.344 0.005 -0.091
C -1.0305 4.3603 2.4680 0.030 -0.412 0.404
H -0.1752 4.2466 3.1479 -0.281 0.151 -0.132
H -1.9554 4.1580 3.0249 0.249 0.315 -0.190
H -1.0591 5.4020 2.1200 0.019 -0.251 0.046
C -1.8696 3.8842 0.1366 -0.468 0.355 -0.355
H -2.9013 4.0066 0.5058 0.361 -0.041 -0.179
C 0.7848 0.1086 3.3046 -0.231 -0.435 0.422
H -1.8825 3.1839 -0.7173 0.013 0.439 0.310
H -1.5256 4.8684 -0.2357 -0.309 -0.465 0.123
C 1.7557 2.1669 2.2357 0.205 0.314 -0.011
H 1.8115 -0.1904 3.0443 -0.132 0.253 0.216
H 0.6905 0.0700 4.4108 0.185 -0.300 -0.735
H 0.0905 -0.6373 2.8665 0.337 0.283 0.357
C 0.4993 1.5384 2.8309 -0.228 0.016 -0.694
H 2.5489 2.1126 2.9873 -0.009 0.091 -0.081
H 1.6514 3.2219 1.9318 0.098 -0.522 0.249
H 2.0921 1.6021 1.3525 -0.141 0.143 0.004
C -2.2911 0.1529 3.6995 0.151 -0.226 0.170
H -2.1456 -0.7236 3.0531 -0.140 0.168 0.273
H -3.2396 0.0007 4.2311 0.283 0.036 -0.077
H -1.4908 0.1773 4.4476 -0.285 -0.035 -0.174
C -3.8011 1.5507 2.3172 -0.174 0.178 -0.245
H -3.9981 2.4889 1.7843 0.014 -0.196 0.140
H -4.5023 1.4782 3.1654 0.162 0.120 -0.421
H -4.0242 0.7105 1.6447 -0.012 0.113 0.185
H 1.9415 -1.5489 1.5394 -0.400 -0.048 -0.210
H 0.3839 0.2687 0.3823 -0.017 -0.045 -0.905
N 3.9616 -0.4155 0.6944 0.229 -1.812 1.687
C 3.9759 -1.6019 1.3613 -1.419 2.052 -0.969
C 5.1219 -2.2985 1.7530 1.011 -0.587 -0.078
C 4.9812 -3.5466 2.3621 -0.127 -0.199 0.319
C 3.7018 -4.0873 2.6163 1.557 -0.501 0.018
C 2.5859 -3.3664 2.2490 -0.735 2.449 -1.013
N 2.7539 -2.1372 1.6711 -0.139 -1.352 0.651
H 3.1155 0.1522 0.6187 0.080 -0.208 -0.142
H 4.8336 0.0490 0.4828 0.375 0.138 -0.154
H 6.0879 -1.8392 1.5385 -0.034 -0.323 0.139
H 5.8694 -4.1061 2.6654 -0.196 0.159 -0.095
H 3.5785 -5.0606 3.0851 0.086 0.080 -0.032
H 1.5445 -3.6615 2.3800 0.293 -0.134 0.159